Entry 1:
The following is a quantum chemistry calculation of a structure of composition C21H41N2O9P2PdSe3Te at a distorted geometry, from OMol25.

The geometry in XYZ format:
```
80
Properties=species:S:1:pos:R:3
Te -4.292 -0.847 -0.497
Pd -1.705 -0.296 -1.414
Se -3.298 -2.581 -1.856
Se -4.503 1.100 -2.250
Se -2.596 0.926 -3.434
P -0.244 -0.618 1.547
P -1.264 2.151 0.890
O -0.668 3.439 0.227
O -2.314 1.448 0.102
O 0.585 0.328 -1.600
O -1.833 2.626 2.265
O 1.056 -1.474 1.401
O -1.051 -3.490 -3.275
O -0.694 -0.550 3.053
O 3.455 -2.245 -3.964
O -1.288 -1.193 0.646
N -0.242 -1.521 -2.501
N 2.045 -1.010 -2.721
C 3.315 -0.775 0.972
C 0.791 -0.715 -2.266
C 0.396 -1.391 -5.825
C -0.130 -2.704 -3.194
C -1.412 4.445 -1.826
C 2.391 -1.392 2.000
C -2.960 -0.794 3.803
C -1.769 4.885 3.117
C 1.593 -4.448 -3.690
C -1.047 -2.024 4.917
C 2.333 -2.086 -3.559
C -0.380 3.530 -1.212
C 1.175 -2.992 -3.940
C 2.424 -0.680 3.337
C -1.109 3.527 3.177
C 1.043 4.018 -1.359
C 0.901 -2.781 -5.449
C 1.908 -4.739 -2.225
C -1.646 -1.519 3.626
C -1.148 2.885 4.543
C 0.169 1.107 1.248
H 0.772 -5.079 -4.026
H -2.172 2.871 4.923
H -3.716 -1.486 4.178
H 2.797 -0.370 -2.511
H 1.267 4.186 -2.414
H 1.104 -0.608 -5.535
H 1.690 -1.085 4.033
H -0.468 2.530 -1.637
H -0.115 -2.563 4.735
H -0.528 3.455 5.237
H -1.333 5.447 -1.398
H 0.657 1.494 2.145
H 0.173 -3.537 -5.744
H -0.848 -1.191 5.595
H -1.261 5.570 3.796
H 4.352 -0.897 1.289
H -1.765 -2.338 2.918
H 0.852 1.163 0.399
H 2.709 -4.094 -1.851
H -0.777 1.859 4.499
H -1.724 5.294 2.108
H 1.175 4.957 -0.819
H 2.660 -2.435 2.148
H 0.260 -1.321 -6.904
H 3.189 -1.266 0.006
H -1.746 -2.707 5.402
H 1.751 3.282 -0.971
H 1.025 -4.601 -1.594
H 3.114 0.294 0.858
H 1.836 -2.993 -5.970
H -2.419 4.065 -1.644
H 2.241 -5.770 -2.104
H -2.815 4.803 3.421
H -1.254 4.513 -2.904
H -3.300 -0.380 2.852
H 2.249 0.393 3.223
H 2.462 -4.653 -4.314
H -2.851 0.025 4.517
H -0.569 -1.175 -5.359
H -0.075 3.609 2.832
H 3.415 -0.806 3.772
```

Results
Energy relative to the best compared isomer or geometry (same formula, charge and spin) = 2.3 kcal per mole
Spin multiplicity = 5
Total energy = -9894.4447 a.u.
Lowest unoccupied orbital energy (alpha / beta) = -3.8272 / -5.3328 eV
Net charge = +1
Kohn-Sham gap (alpha / beta) = 6.90 / 6.16 eV
Molecular weight = 998.4 g mol⁻¹

Mulliken population analysis, charges in e, atoms 1 to 5:
1 Te 0.091
2 Pd 1.767
3 Se 0.082
4 Se -0.099
5 Se -0.139

---

Entry 2:
The following is a quantum chemistry calculation of a cluster of 2 separate species, C4H7F3N2 in total at a distorted geometry, from OMol25.

The geometry in XYZ format:
```
16
Properties=species:S:1:pos:R:3
F -1.926 -0.254 1.268
F -2.955 -0.445 -0.528
F -1.113 -1.577 -0.199
N 0.238 0.293 -1.362
N 1.264 -1.053 0.936
C -1.698 -0.354 0.008
C -1.222 2.051 -0.474
C 2.522 -1.152 0.903
C -0.877 0.736 -0.597
H 0.567 -0.578 -1.056
H -1.987 2.216 0.289
H 3.188 -1.741 1.590
H -0.626 2.896 -0.902
H 3.093 -0.652 0.153
H 0.827 -1.460 1.695
H 0.705 1.074 -1.726
```

Results
Energy relative to the best compared isomer or geometry (same formula, charge and spin) = 26.8 kcal per mole
Total energy = -565.6669 a.u.
Lowest unoccupied orbital energy = 0.9082 eV
SMILES = C=C(N)C(F)(F)F.C=N
Kohn-Sham gap = 9.26 eV
Molecular weight = 140.1 g mol⁻¹

Mulliken population analysis, charges in e, atoms 1 to 5:
1 F -0.243
2 F -0.259
3 F -0.283
4 N -0.460
5 N -0.341

---

Entry 3:
The following is a quantum chemistry calculation of an isolated molecule of C6H4Cl2N2O5 at a distorted geometry, from OMol25.

The geometry in XYZ format:
```
19
Properties=species:S:1:pos:R:3
Cl 0.866 1.023 -1.836
Cl 0.949 -1.286 1.799
O 1.155 -2.825 -0.807
O 2.635 2.152 -0.002
O -3.118 -0.497 -0.601
O 2.594 -1.283 -0.783
O 2.014 1.046 1.744
N 1.516 -1.701 -0.561
N 1.931 1.339 0.575
C 0.556 -0.760 0.146
C -0.921 -1.095 -0.241
C 0.761 0.742 -0.125
C -0.366 1.553 0.439
C -1.910 -0.190 -0.214
C -1.671 1.150 0.353
H -3.166 -1.517 -0.752
H -1.239 -2.018 -0.583
H -2.443 1.703 0.686
H -0.141 2.464 0.763
```

Results
Energy relative to the best compared isomer or geometry (same formula, charge and spin) = 27.4 kcal per mole
Total energy = -1636.8601 a.u.
Lowest unoccupied orbital energy (alpha / beta) = -0.6822 / -0.6821 eV
SMILES = O=[N+]([O-])[C@]1(Cl)C=CC(O)=C[C@@]1(Cl)[N+](=O)[O-]
Kohn-Sham gap (alpha / beta) = 8.84 / 8.84 eV
Molecular weight = 255.0 g mol⁻¹

Mulliken population analysis, charges in e, atoms 1 to 5:
1 Cl -0.112
2 Cl -0.111
3 O -0.615
4 O -0.578
5 O -0.547

---

Entry 4:
The following is a quantum chemistry calculation of a cluster of 2 separate species, S2 in total at a distorted geometry, from OMol25.

The geometry in XYZ format:
```
2
Properties=species:S:1:pos:R:3
S 0.000 0.000 1.491
S 0.000 0.000 -1.491
```

Results
Energy relative to the best compared isomer or geometry (same formula, charge and spin) = 167.5 kcal per mole
Spin multiplicity = 2
Total energy = -795.7388 a.u.
Lowest unoccupied orbital energy (alpha / beta) = -11.7358 / -11.4544 eV
Net charge = +1
Kohn-Sham gap (alpha / beta) = 5.11 / 4.61 eV
Molecular weight = 64.1 g mol⁻¹

List of Mulliken charges in e, atom by atom:
1 S 0.500
2 S 0.500

---

Entry 5:
The following is a quantum chemistry calculation of an isolated molecule of C2H5NO2 at a distorted geometry, from OMol25.

The geometry in XYZ format:
```
10
Properties=species:S:1:pos:R:3
O -1.120 1.429 -0.027
O -2.359 -0.405 0.035
N 1.144 0.257 0.020
C -1.272 0.141 0.001
C 0.037 -0.566 -0.057
H -0.026 -1.323 -0.939
H 1.665 0.138 0.955
H 0.164 -1.335 0.770
H -0.058 1.425 0.009
H 1.827 0.241 -0.767
```

Results
Energy relative to the best compared isomer or geometry (same formula, charge and spin) = 21.6 kcal per mole
Total energy = -284.4330 a.u.
Lowest unoccupied orbital energy = 0.4295 eV
SMILES = NCC(=O)O
Kohn-Sham gap = 10.22 eV
Molecular weight = 75.1 g mol⁻¹

Mulliken population analysis, charges in e, atoms 1 to 5:
1 O -0.514
2 O -0.608
3 N -0.593
4 C 0.362
5 C -0.069

---

Entry 6:
The following is a quantum chemistry calculation of a structure of composition C39H73AsBrCl2N4O6S2Si3Y at a distorted geometry, from OMol25.

The geometry in XYZ format:
```
132
Properties=species:S:1:pos:R:3
Y -0.254 -0.480 -0.180
Br -3.328 -8.218 -3.557
As -2.262 -0.116 1.613
Cl -1.912 1.193 -2.041
Cl -0.159 -0.790 -3.328
S -0.742 3.358 1.164
S 1.340 1.461 -1.170
Si -4.277 0.507 0.600
Si 3.342 2.007 -1.321
Si -2.937 -2.331 2.170
O -0.037 -2.760 -1.046
O 3.447 3.592 -1.701
O 4.103 1.177 -2.505
O 4.173 1.750 0.067
O 1.524 -1.863 0.693
O -2.055 -1.945 -1.091
N 1.230 0.485 2.213
N -2.509 3.370 3.151
N -1.247 5.297 2.873
N 1.689 -2.463 2.864
C -1.595 7.160 4.430
C 1.372 0.506 4.605
C -4.530 -2.947 1.373
C 4.680 -0.612 -0.031
C 2.815 1.767 -4.463
C 2.902 4.675 0.400
C 3.641 4.772 -0.925
C -0.868 -5.134 -2.329
C 4.658 0.075 -4.503
C -4.214 2.339 0.149
C 1.105 -0.122 3.402
C -3.244 -2.340 4.027
C -2.692 -6.577 -2.863
C -3.129 -4.447 -1.882
C 5.134 4.950 -0.700
C -3.602 -5.647 -2.384
C 5.141 0.766 0.430
C -1.630 -3.680 1.862
C 5.233 0.804 1.951
C -1.186 5.708 4.266
C 1.804 1.826 4.592
C 3.181 -3.473 1.246
C 3.079 5.912 -1.766
C -1.328 -6.333 -2.846
C 1.657 1.741 2.216
C 6.474 1.143 -0.205
C -3.710 3.988 3.704
C -0.955 0.781 -3.495
C -4.809 -0.414 -0.963
C 5.195 2.503 -4.175
C 4.184 1.396 -3.909
C 2.057 -2.533 1.574
C -1.264 -2.897 -1.299
C -4.068 3.393 5.052
C -1.765 -4.189 -1.847
C 0.666 -1.556 3.360
C -1.563 4.043 2.445
C -5.646 0.360 1.889
C 1.959 2.449 3.372
H -4.456 -4.028 1.241
H -5.744 -0.944 -0.776
H -5.924 -0.667 2.113
H -2.150 -4.575 1.519
H 5.318 2.655 -5.248
H 1.853 4.430 0.246
H 4.278 0.533 2.395
H -0.551 5.719 2.272
H -2.607 7.321 4.064
H -0.640 -7.070 -3.232
H -4.982 3.839 5.438
H 2.210 -3.013 3.528
H -5.346 0.831 2.824
H 3.669 -0.801 0.329
H -0.219 -1.638 2.729
H 3.253 6.875 -1.285
H 5.355 -1.375 0.365
H -4.990 0.310 -1.758
H 3.347 3.910 1.032
H -4.066 -1.122 -1.319
H 3.558 5.922 -2.744
H -3.271 3.549 5.778
H 4.718 0.133 -5.590
H 4.868 3.437 -3.725
H 3.030 -4.442 1.719
H 5.535 4.106 -0.143
H -2.332 -2.112 4.578
H 1.243 -0.030 5.534
H 1.768 2.202 1.245
H 4.125 -3.058 1.600
H -4.718 2.488 -0.805
H -4.231 2.320 4.969
H -5.383 -2.753 2.020
H 5.497 1.806 2.290
H 2.441 2.676 -3.994
H -1.645 0.739 -4.334
H -6.536 0.872 1.518
H -0.166 5.553 4.641
H 5.330 5.862 -0.136
H -3.614 -3.310 4.361
H 5.993 0.108 2.308
H -4.661 -5.859 -2.409
H 4.673 -0.688 -1.116
H -3.978 -1.581 4.296
H -1.553 7.456 5.476
H 0.189 -4.921 -2.290
H -4.766 2.907 0.889
H -0.852 -3.473 1.129
H -4.537 3.853 3.003
H 5.656 5.015 -1.655
H 3.967 -0.722 -4.234
H -3.547 5.063 3.773
H -1.131 -3.931 2.798
H 0.382 -1.902 4.355
H -4.737 -2.513 0.407
H -3.816 -3.698 -1.516
H -3.217 2.771 0.082
H -1.828 5.055 4.854
H 2.104 0.964 -4.278
H -0.932 7.821 3.873
H 2.012 2.349 5.516
H -0.185 1.542 -3.591
H 7.238 0.400 0.032
H 6.162 2.232 -3.753
H 2.964 5.629 0.927
H 2.884 1.938 -5.538
H 6.811 2.110 0.166
H 3.228 -3.592 0.168
H 6.369 1.198 -1.287
H 5.645 -0.177 -4.116
H 2.292 3.474 3.290
H 2.007 5.782 -1.908
H -2.615 2.412 2.812
```

Results
Energy relative to the best compared isomer or geometry (same formula, charge and spin) = 0.0 kcal per mole
Total energy = -9634.1870 a.u.
Lowest unoccupied orbital energy = 0.3145 eV
Kohn-Sham gap = 7.21 eV
Molecular weight = 1157.1 g mol⁻¹

Mulliken population analysis, charges in e, atoms 1 to 5:
1 Y -0.255
2 Br -0.201
3 As 0.391
4 Cl -0.097
5 Cl -0.097

---

Entry 7:
The following is a quantum chemistry calculation of an isolated molecule of C18H24N6O2, from OMol25.

The geometry in XYZ format:
```
50
Properties=species:S:1:pos:R:3
O 3.182 1.909 -2.021
O -3.398 -0.185 -2.422
N -5.066 -1.425 0.467
N 5.824 -3.744 0.006
N 5.184 0.954 0.744
N -2.594 -0.884 -0.394
N -6.163 3.081 1.657
N 2.628 1.038 0.023
C 5.521 -2.748 0.478
C 0.598 0.747 -1.317
C 1.320 0.578 -0.138
C -0.694 0.272 -1.419
C -5.605 2.190 1.207
C -4.836 -1.458 -0.971
C -5.757 -2.609 0.944
C -4.922 1.047 0.657
C 3.453 1.630 -0.877
C 6.231 1.434 1.627
C -0.569 -0.553 0.834
C 4.816 1.946 -0.254
C 5.153 -1.486 1.065
C 0.721 -0.078 0.936
C 5.525 -0.323 0.130
C -3.534 -0.752 -1.362
C -1.291 -0.383 -0.346
C -5.763 -0.217 0.882
H -5.977 -0.308 1.950
H -3.953 0.951 1.154
H 1.056 1.252 -2.150
H -1.248 0.408 -2.333
H 5.555 2.046 -1.063
H -2.929 -1.350 0.444
H 4.075 -1.487 1.247
H 6.595 -0.379 -0.120
H -6.771 -2.707 0.531
H 3.057 0.866 0.927
H 5.669 -1.391 2.024
H 5.884 2.331 2.137
H 6.450 0.678 2.378
H 4.959 -0.430 -0.798
H -4.753 1.226 -0.407
H -4.728 -2.497 -1.293
H 1.270 -0.212 1.858
H -1.023 -1.062 1.673
H -5.662 -1.019 -1.550
H -6.726 -0.106 0.353
H -5.182 -3.493 0.673
H -5.830 -2.566 2.030
H 4.726 2.920 0.237
H 7.160 1.671 1.090
```

Results
Energy relative to the best compared isomer or geometry (same formula, charge and spin) = 0.2 kcal per mole
Total energy = -1179.3316 a.u.
Lowest unoccupied orbital energy = 0.3878 eV
SMILES = CN(CCC#N)CC(=O)Nc1ccc(NC(=O)CN(C)CCC#N)cc1
Kohn-Sham gap = 8.58 eV
Molecular weight = 356.4 g mol⁻¹

Mulliken population analysis, charges in e, atoms 1 to 5:
1 O -0.655
2 O -0.666
3 N 0.081
4 N -0.411
5 N 0.063